# 1
Density functional theory data (ωB97M-V with the def2-TZVPD basis set) for C59H67CrF2N7 as an isolated structure.

Atoms and positions in Å:
Cr (0.28, -0.01, -0.59)
F (1.36, -0.85, -3.26)
F (-0.80, -0.80, -3.18)
N (0.80, -0.76, 1.70)
N (1.56, -4.12, -0.26)
N (0.60, -2.05, -0.72)
N (-1.64, 1.15, -1.40)
N (0.60, 1.90, 0.23)
N (2.89, -2.22, -0.52)
N (-1.55, -1.26, -0.27)
C (2.29, -6.39, -0.10)
C (1.76, -2.99, 4.61)
C (-1.10, -2.82, 1.07)
C (1.22, 4.14, 0.12)
C (-0.35, -3.95, -2.64)
C (-0.09, -3.02, 2.12)
C (2.33, -0.78, 3.48)
C (3.18, -7.33, 0.37)
C (-3.50, 1.67, -2.64)
C (-6.02, 1.69, -2.37)
C (-4.83, 1.50, -3.31)
C (-3.24, -2.29, 1.54)
C (4.45, -5.65, 1.49)
C (-3.35, -0.65, -1.69)
C (-1.88, -1.49, 1.17)
C (3.56, -4.69, 1.05)
C (-0.70, -2.54, -0.45)
C (3.34, -0.24, 4.44)
C (2.86, 1.36, -1.43)
C (1.68, -1.96, 3.53)
C (-0.61, 3.36, -1.35)
C (0.36, 3.12, -0.41)
C (-2.70, -4.92, 1.23)
C (0.32, -0.12, -2.67)
C (2.49, -5.04, 0.22)
C (4.27, -6.98, 1.15)
C (2.99, 4.17, 1.99)
C (2.70, 0.65, 5.51)
C (4.65, -0.69, -0.99)
C (2.57, -4.23, 4.27)
C (-3.19, -2.94, -0.42)
C (1.66, -2.75, -0.49)
C (-5.51, -1.64, 0.20)
C (-2.77, -1.53, -0.89)
C (-1.24, -3.52, -1.51)
C (1.55, 2.16, 1.14)
C (1.23, 5.58, -0.29)
C (5.62, -1.80, -0.73)
C (-6.53, -1.61, 1.33)
C (2.13, 1.26, 2.07)
C (4.21, 1.58, -1.63)
C (3.26, -0.87, -0.84)
C (0.18, 6.41, 0.44)
C (-3.03, 4.18, -3.11)
C (0.73, -1.97, 2.39)
C (5.11, 0.56, -1.38)
C (-2.94, -5.17, 2.72)
C (-2.72, 2.82, -2.57)
C (-3.66, 5.11, -2.07)
C (-1.60, 2.47, -1.79)
C (2.32, 0.15, -1.00)
C (1.75, -0.03, 2.33)
C (-2.57, -3.76, -1.51)
C (-2.46, -3.45, 0.94)
C (2.46, 4.53, 3.38)
C (-2.80, 0.68, -1.92)
C (1.11, -6.80, -0.95)
C (-4.39, -2.61, 0.52)
C (1.96, 3.55, 1.10)
H (1.13, -6.31, -1.93)
H (-0.01, -3.93, 2.69)
H (-5.97, 0.97, -1.55)
H (-5.10, -0.64, 0.06)
H (0.63, -4.48, -0.42)
H (3.84, 3.49, 2.09)
H (3.86, -1.07, 4.92)
H (3.02, -8.37, 0.11)
H (6.18, 0.71, -1.50)
H (-2.14, -4.74, 3.32)
H (5.54, -2.18, 0.29)
H (2.22, 6.00, -0.11)
H (-4.85, -3.53, 0.90)
H (-3.71, 4.09, -3.96)
H (0.32, 0.84, -3.21)
H (2.55, -4.95, 5.09)
H (0.58, -4.43, -2.33)
H (-4.59, 4.69, -1.68)
H (1.65, 5.26, 3.31)
H (0.74, -3.30, 4.87)
H (-7.32, -0.88, 1.14)
H (-4.31, -0.88, -2.14)
H (-6.00, 2.69, -1.93)
H (-6.97, 1.56, -2.89)
H (-0.90, -4.64, -3.29)
H (-3.87, 6.10, -2.48)
H (-4.89, 0.51, -3.78)
H (2.06, 3.64, 3.88)
H (-2.12, 4.64, -3.50)
H (3.45, 1.04, 6.20)
H (4.96, -7.74, 1.50)
H (6.65, -1.45, -0.86)
H (3.65, -3.67, 1.40)
H (4.09, 0.33, 3.89)
H (2.19, -4.73, 3.38)
H (0.16, -6.54, -0.48)
H (-7.00, -2.59, 1.47)
H (1.06, 5.65, -1.37)
H (-3.53, -5.31, 0.64)
H (5.49, -2.65, -1.41)
H (-4.91, 2.22, -4.14)
H (3.61, -3.97, 4.08)
H (0.18, 7.45, 0.10)
H (-0.66, 4.37, -1.73)
H (-1.59, -0.67, 1.81)
H (4.56, 2.55, -1.96)
H (-3.46, -2.22, 2.60)
H (3.24, 4.95, 4.01)
H (2.19, 1.50, 5.04)
H (-2.99, -6.24, 2.93)
H (0.37, 6.41, 1.52)
H (3.39, 5.07, 1.51)
H (-0.82, 6.00, 0.28)
H (-3.06, -4.35, -2.27)
H (-1.81, -5.47, 0.90)
H (1.96, 0.10, 6.08)
H (2.93, 1.66, 2.68)
H (3.64, -2.89, -0.60)
H (5.27, -5.35, 2.13)
H (1.12, -7.88, -1.11)
H (2.17, -2.53, 5.51)
H (-3.88, -4.72, 3.04)
H (-6.00, -1.92, -0.73)
H (-6.06, -1.33, 2.28)
H (2.18, 2.19, -1.62)
H (-0.07, -3.07, -3.22)
H (-2.99, 5.24, -1.21)

The HOMO energy (alpha / beta) comes out at -0.113 / -0.113 Ha. As for the net charge: -1. As for the HOMO-LUMO gap (alpha / beta): 0.19552 / 0.19435 Eh. The spin multiplicity is 2. The expectation value of S² is 0.7709.

Mulliken atomic charge list, values in e, 6 entries:
1. Cr -0.653
2. F -0.352
3. F -0.332
4. N 0.668
5. N 0.616
6. N 0.357

---

# 2
Density functional theory data (ωB97M-V with the def2-TZVPD basis set) for a 2-piece molecular cluster, C7H9ClF3NO2S overall at a distorted geometry.

Atoms and positions in Å:
Cl (0.58, -1.34, 1.35)
S (-1.32, 0.44, -1.89)
F (-3.49, 0.14, 1.88)
F (-1.91, 1.53, 2.25)
F (-1.65, -0.44, 2.95)
O (3.82, -0.21, 2.72)
O (3.93, 0.04, 0.41)
N (-1.66, 0.02, 0.68)
C (0.06, 0.09, 0.33)
C (-2.17, 0.28, 1.97)
C (1.34, 0.91, -1.48)
C (0.19, -0.08, -1.18)
C (3.87, -0.09, 1.55)
C (-2.25, 0.80, -0.35)
C (0.69, -1.52, -1.60)
H (0.97, -1.99, -0.65)
H (0.88, 1.89, -1.34)
H (2.15, 0.79, -0.74)
H (-1.83, 1.83, -0.02)
H (1.68, 0.82, -2.42)
H (1.36, -1.56, -2.37)
H (-0.19, -2.19, -2.07)
H (-3.27, 0.81, -0.50)
H (-1.80, -0.95, 0.53)

The HOMO energy comes out at -0.283 Ha. As for the net charge: 0. As for the HOMO-LUMO gap: 0.30026 Eh. The spin multiplicity is 1.

Mulliken atomic charge list, values in e, 6 entries:
1. Cl -0.268
2. S -0.199
3. F -0.258
4. F -0.254
5. F -0.223
6. O -0.413

---

# 3
Density functional theory data (ωB97M-V with the def2-TZVPD basis set) for C26H44N12OZn as an isolated structure at a distorted geometry.

Atoms and positions in Å:
Zn (-0.15, 0.20, -0.50)
O (1.68, 0.76, -1.34)
N (-1.66, 4.47, -1.43)
N (0.22, -0.63, 1.06)
N (2.35, -1.79, -3.89)
N (3.86, 0.85, -0.63)
N (-1.03, 2.30, -0.38)
N (-1.08, 0.14, -2.36)
N (-2.95, 3.60, 0.43)
N (-0.68, 4.41, 0.78)
N (1.71, -2.75, -1.69)
N (-0.34, 0.31, -3.44)
N (0.72, -4.77, -2.41)
N (0.94, -4.26, -0.15)
C (-0.12, -1.73, 1.78)
C (-2.03, 4.30, 1.33)
C (-1.11, 3.17, -1.58)
C (-1.14, -2.72, 1.48)
C (1.14, -3.88, -1.43)
C (4.23, 2.17, -1.18)
C (1.47, -0.98, 3.65)
C (-0.15, 3.08, 0.56)
C (-2.36, -2.48, 0.55)
C (-2.97, 4.34, -0.82)
C (0.58, 0.00, 4.38)
C (-1.07, 0.29, -4.59)
C (-2.07, -2.87, -0.90)
C (-2.31, 0.01, -2.81)
C (0.68, -2.07, 2.92)
C (-0.20, -4.33, 2.98)
C (-3.01, -1.07, 0.63)
C (-2.42, 2.27, 0.16)
C (-0.78, 5.17, -0.47)
C (0.66, -3.35, 3.46)
C (-2.40, 0.22, -4.19)
C (2.57, -0.31, 2.73)
C (4.85, 0.17, 0.22)
C (-1.13, -3.99, 2.01)
C (2.65, 0.27, -0.71)
C (2.09, -2.30, -2.87)
H (3.38, 0.14, 3.30)
H (0.66, 0.14, -3.34)
H (-3.68, -1.07, 1.47)
H (0.98, -3.52, 0.59)
H (-3.37, 5.32, -0.58)
H (1.13, 0.74, 4.94)
H (-3.12, -0.18, -2.14)
H (-2.93, -2.74, -1.56)
H (-1.97, 3.73, 2.27)
H (0.78, 3.12, -0.01)
H (-1.87, -3.95, -0.83)
H (2.50, -0.68, -0.15)
H (-0.70, 0.45, -5.59)
H (-2.22, -0.37, 0.78)
H (-3.56, -0.94, -0.29)
H (3.43, 2.70, -1.63)
H (-3.68, 3.83, -1.52)
H (3.06, -1.12, 2.18)
H (1.10, -4.68, -3.31)
H (4.99, 2.14, -1.98)
H (4.27, -0.51, 0.83)
H (-3.22, 0.29, -4.85)
H (5.31, 0.89, 0.86)
H (-1.19, 6.19, -0.36)
H (4.51, 2.86, -0.37)
H (5.69, -0.30, -0.37)
H (-2.45, 5.29, 1.52)
H (-3.10, -3.18, 0.81)
H (-0.09, 0.51, 3.69)
H (-0.03, -5.33, 3.37)
H (-0.09, 2.46, 1.44)
H (0.21, 5.19, -0.91)
H (1.98, -1.55, 4.47)
H (-1.70, 2.61, -2.30)
H (-3.10, 1.78, -0.53)
H (-1.81, -4.71, 1.56)
H (2.14, 0.43, 2.09)
H (-1.17, -2.47, -1.42)
H (0.55, -5.70, -2.13)
H (-0.04, -0.53, 5.06)
H (-2.35, 1.74, 1.10)
H (-0.05, 3.18, -1.88)
H (0.23, -4.94, 0.11)
H (1.34, -3.51, 4.26)

The HOMO energy comes out at -0.192 Ha. As for the net charge: 0. As for the HOMO-LUMO gap: 0.20475 Eh. The spin multiplicity is 1.

Mulliken atomic charge list, values in e, 6 entries:
1. Zn -0.164
2. O -1.122
3. N 0.040
4. N 1.487
5. N -0.804
6. N 0.371

---

Relative energy (zero: lowest compared OMol25 entry of this formula, charge and spin) for every record listed, in sequence, given in kJ/mol: 0.0; 222.3; 40.3.